[1]
Formula: CH8N2O2
Source: the Open Molecules 2025 dataset
Level of theory: ωB97M-V/def2-TZVPD

```
13
Properties=species:S:1:pos:R:3:mulliken_charge:R:1
N -0.09783 -1.30539 -1.75162 -0.384
C -1.04386 -0.54772 -1.17742 0.086
N -1.19862 -0.32754 0.09399 -0.642
H 0.70022 -1.66966 -1.09902 0.251
H 0.01218 -1.53075 -2.75345 0.205
H -2.00580 -0.72586 -1.59703 0.279
H -2.25161 -0.29940 0.37870 0.209
H 0.53067 -0.45220 0.81150 0.401
H 2.01569 -0.60011 1.44211 0.320
O 1.26974 -1.04704 0.93317 -0.716
H 0.45169 3.34410 2.22123 0.314
H 1.18571 2.58655 0.94331 0.318
O 0.43182 2.57502 1.55454 -0.641
```

**Structure (SMILES)**: [H]/N=C/N.O.O
**Charge**: 0
**Orbital gap**: 9.833 eV

=====

[2]
Formula: C30H34ClIMnNO2Si2
Source: the Open Molecules 2025 dataset
Level of theory: ωB97M-V/def2-TZVPD

```
72
Properties=species:S:1:pos:R:3:mulliken_charge:R:1
Mn 9.01470 7.08418 11.59163 -0.524
I 7.66399 4.77167 12.59624 -0.629
C 9.15114 6.38561 9.66886 0.521
C 9.13118 5.37017 8.77991 -0.157
C 9.63946 5.58600 7.44840 -0.587
C 10.14574 6.80617 7.02886 -0.915
C 10.12807 7.93409 7.93019 0.550
C 10.60878 9.25871 7.68619 -0.915
C 10.61083 10.17980 8.73002 -0.594
C 10.08548 9.85865 10.03178 0.407
C 9.61660 8.59524 10.25683 -0.076
C 9.67030 7.62826 9.23126 -0.005
H 8.60543 4.42184 9.04535 0.274
H 9.56494 4.80365 6.72180 0.377
H 10.45815 6.95835 6.01005 0.345
H 11.00393 9.40514 6.69599 0.337
H 10.97115 11.18328 8.59399 0.428
H 10.05379 10.60826 10.82858 0.373
C 8.84612 5.34450 17.07010 -1.196
Si 8.82080 7.24236 16.65190 0.094
C 9.26226 8.21622 18.19678 -1.221
C 7.02188 7.71002 16.24749 -1.015
C 9.77843 9.01918 14.76602 0.860
C 8.89592 9.39289 13.79674 0.298
C 8.57139 10.74918 13.41182 -0.724
C 7.33492 11.06455 12.94369 -0.483
C 6.42404 9.99169 12.68942 -1.257
C 6.94848 8.72929 12.66835 -0.428
N 8.15994 8.38154 13.10837 0.520
Si 10.93971 10.22347 15.47142 0.039
C 12.20450 9.32788 16.66828 -1.040
C 10.09454 11.60802 16.34951 -1.409
C 12.06132 11.01412 14.12445 -0.748
H 8.05288 4.96796 17.73369 0.303
H 9.81409 4.99829 17.44082 0.323
H 8.73894 4.81828 16.13503 0.333
H 8.49661 7.89645 18.91824 0.364
H 9.30420 9.32741 18.20290 0.228
H 10.18440 7.90509 18.61904 0.388
H 6.30069 7.40445 17.02693 0.408
H 6.57031 7.32340 15.30611 0.294
H 6.96977 8.82499 16.14923 0.253
H 9.32913 11.50416 13.66535 0.289
H 7.05278 12.07181 12.68417 0.387
H 5.44106 10.16524 12.37115 0.450
H 6.42936 7.86603 12.21573 0.299
H 11.80976 8.62244 17.37341 0.248
H 12.78666 10.06297 17.23936 0.406
H 12.93214 8.83533 16.02705 0.215
H 10.05385 11.56069 17.47740 0.312
H 9.06825 11.69342 15.98296 0.411
H 10.51451 12.58856 16.17747 0.467
H 11.56815 10.99019 13.14040 0.085
H 12.98438 10.42630 13.97807 -0.017
H 12.24662 12.06537 14.36043 0.498
Cl 16.52770 10.59129 11.30609 -0.295
C 15.21135 9.49420 11.81044 0.502
C 14.06127 9.48867 11.01614 -0.798
C 13.04768 8.61223 11.31786 0.589
C 13.16192 7.81489 12.42746 0.143
C 14.30015 7.89470 13.27935 -0.617
C 15.32936 8.71426 12.92953 -0.705
C 12.09468 6.80772 12.78631 -0.139
O 12.37505 5.97965 13.64961 -0.773
O 10.95849 6.89230 12.18835 -0.215
H 13.99327 10.17267 10.15720 0.414
H 12.11951 8.58562 10.74655 0.160
H 14.25503 7.23410 14.13500 0.550
H 16.22239 8.84574 13.49718 0.416
C 9.89846 7.57787 15.16073 0.058
H 9.51916 6.91137 14.36185 -0.237
H 10.95416 7.33206 15.30811 0.504
```

**Spin multiplicity**: 5
**Charge**: -2
**Orbital gap (spin up / spin down)**: 5.157 / 5.206 eV

=====

[3]
Formula: C22H36NO8PS2
Source: the Open Molecules 2025 dataset
Level of theory: ωB97M-V/def2-TZVPD

```
70
Properties=species:S:1:pos:R:3:mulliken_charge:R:1
C -2.37886 -2.02507 0.02048 -0.906
C -1.85388 -3.07081 1.03553 -0.362
C -2.63390 -3.08406 2.36940 -1.311
C -1.85511 -2.57809 3.60638 0.301
C -1.02779 -3.70559 4.24711 -1.581
C -1.06003 -1.33561 3.32115 0.654
C 0.20865 -1.33528 2.91748 0.018
C 0.86194 -0.01761 2.63271 -0.261
O 1.99769 0.19987 2.98858 -0.621
C -0.02373 0.98129 1.94006 0.126
C 0.45747 1.86922 0.82576 -0.242
C 1.86013 2.45514 1.00289 -0.810
O 1.71913 3.85283 1.34224 -0.411
C 2.87325 4.31329 1.90463 0.203
O 3.38773 5.33751 1.55510 -0.485
C -1.29275 0.98398 2.36011 0.718
P -2.59884 2.04518 1.65541 0.132
N -2.84182 1.66047 0.14187 -0.441
C -1.70084 0.02069 3.44081 -0.755
O -2.46202 0.31292 4.33146 -0.597
H -1.68996 -1.19299 -0.12807 0.049
H -2.52460 -2.48214 -0.95711 0.351
H -3.33489 -1.61839 0.34432 0.294
H -2.02986 -4.03961 0.56548 0.434
H -0.77617 -2.99189 1.15619 0.363
H -3.57303 -2.54902 2.23464 0.479
H -2.91858 -4.11656 2.57141 0.447
H -2.60796 -2.30605 4.35168 0.515
H -0.14600 -3.94590 3.65711 0.283
H -1.65977 -4.59072 4.29372 0.460
H -0.76118 -3.43737 5.26651 0.394
H 0.77884 -2.24309 2.79734 0.435
H -0.20945 2.69689 0.60926 0.271
H 0.45062 1.25861 -0.08346 0.275
H 2.33840 2.42919 0.01938 0.362
H 2.51001 1.90042 1.67735 0.468
H 3.28615 3.69171 2.71540 0.361
H -2.18861 3.38881 1.80705 0.126
H -3.73347 1.85926 2.47338 0.084
H -2.63717 2.50100 -0.38520 0.233
C 5.30065 -1.07754 0.14236 -0.819
C 6.27353 -0.29257 -0.74783 -0.636
C 5.63996 -0.18818 -2.14128 -0.714
S 3.86235 -0.24719 -1.88657 1.247
O 3.35158 -1.45420 -2.48298 -0.692
O 3.29355 1.04456 -2.17855 -0.657
C 3.92463 -0.47309 -0.11506 -0.102
H 5.57336 -1.01411 1.19480 0.342
H 5.30391 -2.13149 -0.14436 0.365
H 6.41835 0.70751 -0.33387 0.285
H 7.25093 -0.77040 -0.79682 0.361
H 5.89458 0.74426 -2.63858 0.348
H 5.91227 -1.03178 -2.77261 0.360
H 3.10515 -1.11422 0.20271 0.359
H 3.83379 0.50909 0.34649 -0.054
C -2.76361 0.77864 -5.53184 -0.549
C -4.07129 0.47500 -4.78557 -0.673
C -3.75026 0.45565 -3.28458 -0.473
S -2.34883 1.55245 -3.06408 1.315
O -1.21402 0.77763 -2.63226 -0.615
O -2.76469 2.75491 -2.38922 -0.797
C -2.12616 1.95128 -4.79336 -0.826
H -2.94039 1.01659 -6.58001 0.365
H -2.10406 -0.09102 -5.48987 0.276
H -4.80156 1.25911 -4.99682 0.292
H -4.50668 -0.47130 -5.10413 0.341
H -4.57744 0.81651 -2.67909 0.364
H -3.45110 -0.53518 -2.94869 0.189
H -1.06676 2.07673 -5.00462 0.402
H -2.66152 2.87994 -4.98921 0.344
```

**Structure (SMILES)**: CCC[C@@H](C)C1=CC(=O)C(CCOC=O)=C([PH2]=N)C1=O.O=S1(=O)CCCC1.O=S1(=O)CCCC1
**Charge**: 0
**Orbital gap**: 7.359 eV

=====

no.,strongest force on any atom (eV/Å)
1,4.52
2,2.30
3,1.54